1.
122
Properties=species:S:1:pos:R:3:forces:R:3:mulliken_charge:R:1 method="wB97M-V/def2-TZVPD" lumo_ha=-0.1678 homo_ha=-0.387 multiplicity=1 total_charge=+1 orbital_gap_ev=5.968
C 3.182954 -1.980877 2.868573 0.964 -0.064 -0.036 -0.6742
C 3.570823 -0.642681 1.997988 1.645 -0.727 1.313 0.0717
O 2.531648 0.391499 1.945173 0.235 -1.516 -2.825 -0.4940
C 1.812735 0.428141 0.672061 -1.757 1.097 0.657 -0.2213
C 0.821766 -0.793217 0.218833 1.237 1.216 -1.527 -0.7189
O 0.172865 -1.647151 1.224850 0.465 2.441 -2.142 0.2735
C -1.284863 -1.440146 1.233063 -1.940 -0.756 -0.057 -0.3476
C -1.982716 -1.708798 2.726267 0.265 0.386 0.079 0.0122
C -0.873945 -1.776335 3.949219 -0.761 0.809 0.775 -0.8717
C -3.016357 -2.983722 2.679561 -0.432 0.143 -0.586 0.4715
C -2.300644 -4.455842 2.786360 -0.481 -0.812 0.225 -1.1243
C -4.193236 -2.766146 3.819787 0.131 -0.046 0.299 -0.8162
C 1.809549 -1.474897 -0.917518 -1.119 -3.787 1.259 0.4703
C 0.937849 -2.618555 -1.680013 -0.620 -0.940 0.418 -0.7443
C 1.363162 -4.159899 -1.188692 0.190 -0.733 -1.184 -0.0880
C 2.648195 -4.735043 -2.088559 -0.219 1.042 -0.224 -0.5813
O 1.575603 -4.268178 0.263062 1.610 0.381 -1.819 -0.4879
N 2.518554 -0.375531 -1.737440 -0.600 -0.761 0.208 0.1042
I 4.194741 -1.406193 -2.369561 1.695 0.196 -0.165 0.3970
C 1.882537 0.003980 -3.086635 -0.695 -0.048 -1.365 -0.1795
C 2.653756 1.220650 -3.868455 -0.995 0.424 -1.251 -0.5595
C 1.799781 2.659287 -3.865980 2.638 -0.137 -0.228 -0.7698
I -0.162212 2.401280 -4.833697 1.364 -0.090 0.812 0.1381
C 2.637321 0.750699 -0.734999 -0.806 4.106 0.407 0.6642
C 4.024815 1.593220 -0.557987 -0.116 0.140 2.031 -1.7983
O 4.095782 2.824065 -1.415156 3.299 -1.561 1.345 -0.2229
C 5.520231 3.205018 -1.350255 4.259 1.762 -1.520 0.4985
C 6.231668 3.593073 -2.802929 2.451 -0.116 4.459 -0.3298
C 7.835690 3.972101 -2.759333 -1.398 -0.732 2.567 -0.3784
C 8.772498 3.998264 -1.412609 -4.600 -1.067 0.879 -0.3790
C 8.048099 3.663088 0.036168 -1.879 -0.115 -4.589 -0.3987
C 6.447826 3.279002 0.000363 1.120 0.329 -1.670 -0.1061
H 3.777534 -1.932139 3.901506 -1.657 -0.096 -2.184 0.3504
H 2.030094 -2.113953 3.018712 2.307 0.246 -0.360 0.0377
H 3.659106 -2.902115 2.289827 -1.231 1.767 1.239 0.1325
H 4.502953 -0.149503 2.557764 -2.081 -0.896 -1.349 0.4131
H 3.976145 -1.006780 0.963652 -1.000 1.033 1.520 -0.1464
H 1.067057 1.343665 0.791850 1.925 -1.683 -0.009 0.3373
H 0.047907 -0.216000 -0.483610 1.174 -1.358 1.635 0.3587
H -1.636283 -0.377142 0.891038 1.143 -1.780 0.592 0.1606
H -1.732763 -2.209661 0.444723 0.789 1.526 1.663 0.0552
H -2.652872 -0.749629 2.961292 1.469 -2.051 -0.675 0.4149
H 0.021520 -1.008381 3.789149 -1.898 -1.875 0.160 0.2168
H -1.441954 -1.381277 4.917372 1.212 -0.925 -1.988 0.2147
H -0.506139 -2.856736 4.209172 -0.531 2.144 -0.794 0.2357
H -3.556152 -2.929335 1.616240 1.178 -0.070 2.271 0.4515
H -2.581788 -5.172166 1.880665 0.516 1.705 1.832 0.2383
H -1.131719 -4.436648 2.836856 -2.241 0.120 -0.050 0.1809
H -2.735962 -4.998992 3.754180 1.219 1.151 -2.049 0.3152
H -4.371350 -3.747797 4.472526 0.546 2.188 -1.385 0.2646
H -5.221285 -2.530147 3.311147 2.002 -0.286 0.959 0.2554
H -3.881558 -1.856644 4.527242 -0.872 -2.210 -1.531 -0.0248
H 2.760034 -2.063325 -0.505366 -2.580 1.379 0.039 0.1581
H -0.195988 -2.502074 -1.327129 2.481 -0.020 -1.021 0.1047
H 1.007337 -2.637169 -2.845256 -0.239 0.246 2.195 0.4351
H 0.456843 -4.877609 -1.473546 1.807 1.744 0.808 0.3859
H 2.548745 -5.884293 -2.328074 0.327 2.502 0.680 0.0150
H 2.639692 -4.102264 -3.100330 0.038 -1.679 2.022 0.2059
H 3.690357 -4.472089 -1.578619 -2.197 -0.786 -0.899 0.1882
H 2.570608 -4.219363 0.427747 -2.004 -0.175 -0.368 0.3228
H 2.035902 -0.961831 -3.771717 -0.895 2.216 1.679 0.3356
H 0.739477 0.219744 -2.865533 2.363 -0.308 -0.681 0.2207
H 3.771105 1.384760 -3.563375 -2.233 -0.281 -0.184 0.1559
H 2.679076 0.905360 -5.020047 -0.057 0.549 2.591 0.3541
H 1.760419 3.141303 -2.800627 -0.251 -0.901 -2.184 0.3430
H 2.422818 3.365367 -4.599825 -1.566 -1.420 1.801 0.4764
H 1.915253 1.576834 -1.206830 1.557 -1.718 0.874 0.0155
H 5.013947 0.974863 -0.640325 -1.981 0.944 -0.158 0.4962
H 4.012454 2.025033 0.555762 -0.229 -1.312 -2.316 0.3535
H 5.602051 3.589017 -3.789005 1.466 0.054 2.128 0.2713
H 8.344558 4.233180 -3.781133 -1.110 -0.568 2.216 0.2825
H 9.923638 4.241632 -1.417940 -2.693 -0.502 -0.252 0.3035
H 8.707561 3.677627 1.029822 -1.933 -0.087 -2.379 0.2977
H 5.957353 3.008596 1.053931 1.144 0.699 -2.644 0.1703
F -6.705163 5.286159 -2.654570 -0.084 0.023 0.048 -0.3108
C -5.543796 4.954597 -3.234146 0.860 -0.253 -0.414 0.3336
C -5.402570 5.091146 -4.610759 -0.046 0.041 -0.055 -0.3933
C -4.191811 4.750900 -5.213980 -0.001 -0.074 0.460 -0.6240
C -3.138338 4.267060 -4.434317 -0.195 0.058 -0.047 -0.3822
C -3.291581 4.128802 -3.053980 -0.225 0.080 -0.405 -0.0269
C -4.498578 4.479664 -2.449752 -0.111 -0.011 0.055 -0.5097
H -6.234556 5.460716 -5.201241 0.065 -0.022 0.102 0.4247
H -4.068683 4.861361 -6.288497 -0.070 -0.007 0.191 0.3709
H -2.195658 3.997583 -4.905813 -0.448 0.287 0.135 0.2324
H -2.471632 3.748131 -2.449764 -0.176 0.109 -0.092 0.3074
H -4.631906 4.386967 -1.377018 -0.021 0.024 -0.128 0.4588
F -3.963338 -0.080640 5.854865 0.384 0.010 -0.206 -0.2142
C -5.005999 0.214984 6.642317 -1.099 0.313 0.828 0.4515
C -5.077336 1.467782 7.241534 0.075 -0.021 -0.072 -0.4917
C -6.165371 1.777838 8.057393 -0.082 -0.453 -0.136 -0.4396
C -7.165463 0.826660 8.273853 0.057 0.032 -0.024 -0.4868
C -7.082271 -0.429823 7.671971 0.239 0.356 -0.007 -0.4899
C -5.999886 -0.735528 6.847335 0.095 -0.026 -0.063 -0.2042
H -4.286957 2.190854 7.068562 -0.064 -0.091 -0.011 0.3918
H -6.234403 2.757242 8.524246 0.054 -0.184 -0.098 0.3514
H -8.011657 1.067352 8.913849 0.171 -0.054 -0.130 0.3562
H -7.859772 -1.169947 7.845211 0.165 0.125 -0.067 0.3552
H -5.923883 -1.704118 6.364444 0.035 0.087 0.038 0.3845
F -2.376488 5.043570 -0.346848 0.023 -0.423 0.006 -0.2433
C -2.162989 6.302582 0.058021 0.214 1.331 0.421 0.3703
C -2.699425 7.356719 -0.673203 -0.040 -0.088 -0.063 -0.0849
C -2.481695 8.667574 -0.249134 0.249 -0.275 0.328 -0.5066
C -1.719945 8.910245 0.896564 -0.028 -0.031 -0.049 -0.4893
C -1.181513 7.845642 1.620886 -0.231 0.041 -0.341 -0.4386
C -1.408803 6.534677 1.202858 -0.012 -0.101 -0.067 -0.5036
H -3.281464 7.149303 -1.565201 0.045 -0.033 0.087 0.4096
H -2.903289 9.498385 -0.809455 0.071 -0.191 0.076 0.3603
H -1.546634 9.933002 1.224444 -0.034 -0.211 -0.059 0.3569
H -0.585526 8.037135 2.509949 -0.127 -0.072 -0.158 0.3551
H -1.005286 5.695015 1.758978 -0.048 0.051 -0.065 0.4173
F 3.094715 -8.002846 -2.948491 0.380 0.124 0.157 -0.3663
C 1.940975 -8.444416 -3.466673 -1.177 -0.504 -0.533 0.2730
C 1.599893 -8.099634 -4.769916 0.078 0.065 0.044 -0.2313
C 0.401125 -8.563425 -5.311612 -0.027 -0.159 0.441 -0.3796
C -0.449180 -9.358659 -4.539365 0.051 0.048 -0.030 -0.4280
C -0.100322 -9.695102 -3.230536 0.178 0.232 -0.303 -0.3739
C 1.103607 -9.240444 -2.693064 0.082 0.063 0.064 -0.4363
H 2.268922 -7.474147 -5.351825 -0.016 -0.088 0.064 0.4166
H 0.128973 -8.305930 -6.332190 0.084 -0.030 0.192 0.3611
H -1.386176 -9.716481 -4.960760 0.195 0.064 0.087 0.3694
H -0.765649 -10.310751 -2.630020 0.168 0.107 -0.097 0.3675
H 1.394578 -9.499825 -1.680550 0.008 0.042 -0.098 0.4157

***

2.
50
Properties=species:S:1:pos:R:3:forces:R:3:mulliken_charge:R:1 method="wB97M-V/def2-TZVPD" e_above_lowest_ev=0.0081 lumo_ha=-0.1303 homo_ha=-0.406 multiplicity=1 total_charge=+1 orbital_gap_ev=7.513
Sc 0.402699 0.006496 -0.374751 0.124 1.026 0.340 0.2937
Cl -3.494699 -4.981281 3.277273 -0.010 0.008 0.006 -0.1649
C -2.799263 -3.596920 2.542955 0.003 -0.026 -0.001 0.3813
C -1.577944 -3.703083 1.882582 0.042 -0.004 -0.030 -0.2839
Cl -0.746580 -5.200586 1.778287 -0.042 0.040 0.017 -0.1803
C -1.037315 -2.569035 1.296872 0.104 -0.210 -0.021 0.9784
Cl 0.464279 -2.628441 0.409926 -0.134 -0.126 0.107 -0.0773
C -1.660396 -1.327548 1.350356 0.172 0.206 -0.143 -0.3706
O -1.080620 -0.281033 0.775030 -0.708 -0.344 0.530 -0.1515
C -2.886418 -1.234873 2.004735 -0.085 0.026 0.078 0.0436
Cl -3.662272 0.298313 2.050883 0.018 -0.042 -0.007 -0.1733
C -3.451418 -2.361233 2.595388 -0.051 0.000 0.026 0.2210
Cl -4.963027 -2.230724 3.391329 0.019 0.005 -0.001 -0.1630
Se 2.938404 1.970540 -0.892726 -0.035 0.006 0.013 -0.0014
Se 1.650904 3.701164 -0.036186 0.056 -0.106 -0.030 -0.0222
C -0.002543 3.299081 -0.932218 -0.144 0.089 0.070 0.3560
C -0.672043 4.383273 -1.475756 -0.023 -0.012 -0.004 -0.7844
C -1.923898 4.182377 -2.034800 -0.021 0.095 -0.025 -0.2508
C -2.462159 2.909231 -2.042446 0.018 -0.087 0.015 -0.9089
C -1.719292 1.879989 -1.497674 -0.101 0.053 0.151 -0.0737
N -0.512551 2.063600 -0.942287 0.209 -0.004 -0.036 0.1610
C 3.113841 0.917513 0.716578 0.116 0.082 -0.034 0.5663
C 4.353468 0.777583 1.308575 -0.046 0.025 0.115 -0.7136
C 4.430375 0.058837 2.494568 0.060 -0.011 0.018 -0.2236
C 3.276999 -0.471494 3.046978 -0.051 0.006 -0.017 -0.8822
C 2.083455 -0.308383 2.367383 -0.025 -0.023 0.019 -0.1964
N 2.007024 0.355421 1.209598 0.090 0.034 -0.077 0.1656
H -0.213380 5.361812 -1.467893 0.003 -0.002 0.003 0.4282
H -2.466973 5.014215 -2.463614 0.005 -0.001 0.004 0.4148
H -3.436398 2.704613 -2.461041 -0.001 0.004 -0.003 0.4350
H -2.114428 0.873564 -1.461555 0.034 -0.028 -0.085 0.5066
H 5.225352 1.240339 0.869843 -0.005 0.002 -0.006 0.4310
H 5.383267 -0.069139 2.990897 0.000 0.007 -0.004 0.4401
H 3.295880 -1.014089 3.980711 0.002 -0.004 -0.001 0.4497
H 1.156030 -0.726288 2.738768 0.008 -0.008 0.014 0.4719
O 3.837052 -0.997969 -3.397025 -0.146 -0.010 -0.006 -0.3927
C 2.847993 -1.229613 -4.294734 0.125 0.055 0.059 1.0576
C 3.149926 -1.530291 -5.620007 -0.032 -0.011 -0.014 -0.9569
C 2.140357 -1.742450 -6.538288 -0.001 -0.003 -0.002 -0.4806
C 0.802864 -1.650656 -6.160806 0.069 0.007 0.029 -0.8400
C 0.502572 -1.345685 -4.851776 -0.057 -0.010 -0.001 -0.4146
C 1.507594 -1.138709 -3.898518 -0.079 -0.020 -0.059 -0.0331
C 1.096562 -0.839578 -2.526674 -0.064 -0.212 -0.215 1.6119
O 1.908787 -0.808962 -1.550478 0.360 -0.339 -0.275 -0.7468
O -0.138367 -0.579161 -2.259322 0.140 -0.117 -0.481 -0.8289
H 4.683627 -1.110750 -3.840628 0.101 -0.007 -0.018 0.2959
H 4.188841 -1.592706 -5.923256 -0.004 -0.010 -0.013 0.3241
H 2.400595 -1.979926 -7.561427 -0.009 0.001 -0.003 0.4022
H 0.016695 -1.818018 -6.882361 -0.011 0.002 0.003 0.4156
H -0.525343 -1.268832 -4.525053 0.007 -0.002 -0.004 0.4639